DFT (the ωB97M-V functional and the def2-TZVPD basis) results for 7 unconnected molecules or ions with the total composition C38H68BF3N2O17S6 at a distorted geometry.

Last column: Mulliken charge in e.
Geometry (Å):
C 0.325991 -1.505650 -1.877843  -1.025
C -0.313386 -1.339022 -3.235553  -0.215
O -1.698813 -0.891796 -3.015700  -0.244
B -2.041800 -0.029354 -4.015854  0.492
O -2.049667 -0.486222 -5.340252  -0.673
C -2.497769 1.488473 -3.745568  -0.103
C -1.757688 1.856691 -2.415761  0.165
O -0.606093 1.692718 -2.152035  -0.650
N -2.694340 2.470640 -1.478357  -0.306
C -3.745045 2.919612 -2.401779  -0.212
C -4.874761 3.788352 -1.852420  -0.803
C -4.300217 4.799569 -0.825467  -0.802
C -3.596635 5.944492 -1.463821  0.402
F -3.125687 6.894366 -0.606106  -0.311
C -3.330232 6.143097 -2.799339  0.277
F -2.093604 6.037841 -3.277187  -0.224
F -4.224997 6.449694 -3.718354  -0.221
C -3.996370 1.719121 -3.336320  0.180
N -4.594388 0.486829 -2.831467  0.891
C -5.514668 0.679672 -1.732933  0.687
C -5.057842 0.305298 -0.334261  -0.553
O -6.645793 1.071667 -1.891352  -0.594
C -5.359701 -0.245787 -3.859867  0.500
C -6.330127 0.433540 -4.802214  -1.271
O -5.163124 -1.423016 -3.936986  -0.537
H -0.079258 -2.415066 -1.430373  0.289
H 0.068342 -0.700046 -1.191349  0.237
H 1.411821 -1.533054 -1.951315  0.204
H -0.369408 -2.287435 -3.766351  0.398
H 0.199851 -0.593856 -3.846148  0.222
H -1.353208 -0.085492 -5.871548  0.319
H -2.229825 2.130219 -4.583342  0.215
H -2.941181 1.653778 -0.916867  0.323
H -3.163567 3.567520 -3.060027  0.303
H -5.301289 4.376153 -2.664511  0.334
H -5.648276 3.244581 -1.318892  0.288
H -5.171996 5.200557 -0.286289  0.455
H -3.686215 4.312973 -0.069776  0.382
H -4.441286 2.175669 -4.227519  0.009
H -4.274620 -0.445644 -0.453527  0.361
H -4.661105 1.176598 0.185576  0.271
H -5.904702 -0.157425 0.165506  -0.392
H -6.279850 -0.117823 -5.738509  0.437
H -6.149113 1.488807 -4.963139  0.301
H -7.326970 0.251556 -4.403062  0.267
C 6.087092 -2.197384 -2.924980  -0.201
C 5.788995 -3.698663 -2.835740  -0.848
C 4.291403 -3.883031 -3.105801  -0.583
S 3.803757 -2.518566 -4.164723  1.058
O 2.882450 -1.671870 -3.440886  -0.520
O 3.490424 -3.013625 -5.482953  -0.751
C 5.395710 -1.711290 -4.191806  -0.531
H 7.156058 -1.991986 -2.955277  0.524
H 5.669884 -1.690421 -2.052161  0.048
H 6.368220 -4.233239 -3.593107  0.435
H 6.063044 -4.105484 -1.864470  0.248
H 4.079775 -4.820045 -3.615346  0.444
H 3.710994 -3.819548 -2.187866  0.274
H 5.255341 -0.634521 -4.219524  -0.009
H 5.925993 -2.045894 -5.082744  0.384
C 7.132121 -2.319145 2.510086  0.089
C 6.835895 -3.820228 2.612735  -0.820
C 5.337313 -4.014975 2.342846  -0.710
S 4.844432 -2.657823 1.274154  0.981
O 3.914258 -1.820113 1.986772  -0.715
O 4.539056 -3.167939 -0.043180  -0.490
C 6.437437 -1.846794 1.238455  -0.803
H 8.194303 -2.120588 2.478569  -0.142
H 6.717661 -1.799781 3.376184  0.229
H 7.418198 -4.357602 1.860789  0.355
H 7.113935 -4.219293 3.586926  0.331
H 5.128274 -4.955626 1.839154  0.387
H 4.749646 -3.946434 3.256197  0.351
H 6.296876 -0.769097 1.195531  0.540
H 6.964497 -2.192455 0.348276  0.346
C 5.864911 4.337316 -2.172136  -0.610
C 4.824247 3.263620 -1.824610  -0.788
C 4.839260 2.227359 -2.955023  -0.249
S 6.499848 2.263573 -3.642917  1.108
O 6.427471 2.743217 -4.999542  -0.658
O 7.181767 1.034856 -3.310607  -0.598
C 7.118166 3.580638 -2.602799  -0.705
H 6.067136 4.993503 -1.326867  0.361
H 5.499781 4.952677 -2.997251  0.298
H 5.096354 2.784566 -0.881923  0.271
H 3.830216 3.689170 -1.698925  0.364
H 4.625394 1.223871 -2.593024  0.121
H 4.144924 2.488776 -3.751104  0.386
H 7.822739 4.188324 -3.165725  0.396
H 7.615883 3.121354 -1.749018  0.333
C -10.051125 -3.280996 0.488680  -0.576
C -9.738068 -2.283899 -0.635325  -0.713
C -9.004794 -1.093985 -0.003030  -0.063
S -8.155059 -1.744135 1.440135  1.114
O -8.725553 -1.146502 2.623513  -0.594
O -6.730358 -1.730956 1.206886  -0.725
C -8.763046 -3.418489 1.294104  -0.766
H -10.379845 -4.242399 0.097569  0.378
H -10.847011 -2.885074 1.123423  0.280
H -9.094108 -2.761223 -1.376613  0.302
H -10.641220 -1.957966 -1.148759  0.356
H -8.272869 -0.654890 -0.678297  -0.207
H -9.697590 -0.327169 0.338188  0.431
H -8.911268 -3.839595 2.285813  0.402
H -8.014719 -3.994051 0.749955  0.355
C -7.670210 1.543538 6.301154  -0.587
C -8.571289 0.967290 5.200877  -0.509
C -9.006058 -0.430906 5.650714  -0.551
S -8.996136 -0.406574 7.446313  1.176
O -7.976934 -1.310980 7.917617  -0.662
O -10.349373 -0.477771 7.939570  -0.685
C -8.391648 1.269489 7.617082  -0.729
H -7.488878 2.608452 6.160462  0.342
H -6.704763 1.032852 6.292700  0.314
H -9.449423 1.605566 5.079011  0.279
H -8.062724 0.924098 4.240038  0.214
H -10.005824 -0.678646 5.305799  0.370
H -8.303221 -1.192755 5.322525  0.282
H -7.747030 1.336597 8.490394  0.396
H -9.256489 1.921277 7.738009  0.354
C 11.202396 -0.312551 6.204593  -0.592
C 11.960782 0.342081 5.042372  -0.610
C 11.487421 -0.331777 3.747791  -0.755
S 9.809564 -0.889833 4.061329  1.314
O 9.790651 -2.332058 4.022942  -0.684
O 8.892575 -0.091109 3.287210  -0.683
C 9.740958 -0.366927 5.769497  -0.769
H 11.320954 0.246216 7.131431  0.356
H 11.579951 -1.323911 6.369905  0.299
H 11.726283 1.407812 5.009843  0.294
H 13.039127 0.248558 5.159938  0.325
H 11.479116 0.356981 2.906966  0.372
H 12.088120 -1.206463 3.505620  0.377
H 9.142596 -1.071707 6.342294  0.395
H 9.283608 0.621731 5.793380  0.384

Cartesian forces, eV/Å:
-0.14 -0.06 0.32
-0.54 -0.10 0.49
0.28 0.77 -0.33
-0.74 -0.62 -0.58
0.61 0.11 0.36
0.27 -0.95 1.81
-0.23 0.92 -0.34
0.20 -0.20 -0.16
0.61 -0.69 -0.48
-0.29 -0.50 0.12
1.08 0.18 1.00
-2.41 1.11 -0.27
-0.56 0.22 -0.68
1.63 -1.03 0.23
0.35 -0.30 1.67
-0.02 1.77 -0.38
0.02 -1.55 -0.67
1.50 1.33 -1.36
-1.20 0.53 -0.14
-0.25 0.21 1.20
0.49 -0.49 -1.24
-0.13 -0.14 -0.51
0.68 -0.33 -0.53
0.17 -0.38 0.09
-0.24 -0.11 0.22
0.26 -0.10 0.07
-0.10 0.23 -0.26
-0.25 -0.28 0.03
0.20 0.05 -0.16
0.20 -0.11 0.05
-0.31 0.08 -0.26
0.13 0.11 0.08
-0.39 0.39 0.38
-0.30 0.27 -0.07
-0.33 -0.35 -0.11
-0.13 -0.16 -0.30
0.09 -0.16 0.23
0.46 0.13 -0.22
-0.72 -0.60 0.09
0.12 0.09 0.29
-0.18 0.02 0.17
0.19 0.37 0.24
0.11 0.12 -0.10
-0.20 0.06 0.09
-0.03 0.30 0.12
-0.01 -0.08 0.10
0.06 0.02 -0.08
0.15 -0.30 0.24
0.41 -0.16 -0.03
0.08 -0.02 -0.40
-0.28 0.15 0.05
0.29 0.11 0.13
-0.01 0.05 -0.02
-0.02 0.01 -0.02
-0.01 0.05 -0.04
-0.08 0.00 0.02
-0.14 0.08 -0.10
-0.02 0.12 -0.02
-0.07 -0.02 -0.10
-0.08 0.01 -0.05
-0.26 -0.30 -0.13
-0.02 0.06 -0.06
0.26 -0.28 0.18
0.29 0.02 0.04
-0.13 -0.05 -0.15
-0.22 0.09 0.08
0.24 0.09 0.13
-0.22 -0.13 -0.14
0.02 0.06 -0.02
-0.01 0.01 0.00
0.01 -0.01 -0.01
-0.15 0.06 -0.05
-0.08 0.09 -0.06
-0.13 -0.02 -0.06
-0.05 -0.01 -0.03
-0.10 -0.07 -0.05
0.08 0.04 0.02
-0.25 0.07 0.25
-0.12 0.06 0.30
0.12 -0.17 -0.05
0.05 -0.03 -0.26
-0.04 0.30 0.19
0.01 0.01 -0.01
0.04 0.01 0.00
0.01 -0.01 -0.01
-0.01 -0.03 0.00
0.03 -0.05 -0.13
0.08 -0.02 -0.08
0.03 -0.12 -0.10
0.01 -0.06 -0.04
-0.02 0.13 -0.03
0.03 -0.08 0.03
-0.17 -0.01 -0.34
-0.10 -0.25 -0.30
0.19 0.08 0.06
-0.15 0.01 0.37
-0.24 -0.24 -0.06
0.00 -0.01 0.01
0.01 -0.03 0.02
0.01 0.00 0.02
0.01 0.02 0.00
0.05 0.10 0.13
0.06 0.00 0.11
0.11 0.10 0.06
0.06 0.05 0.02
-0.04 -0.09 -0.06
0.04 0.09 0.04
0.04 0.13 -0.31
-0.09 0.19 -0.16
-0.12 -0.06 0.10
0.09 -0.17 0.13
0.21 0.27 -0.08
0.01 0.00 0.01
0.00 0.01 0.03
0.00 0.00 0.03
-0.03 -0.06 -0.01
0.00 -0.12 0.09
0.00 -0.03 0.08
-0.07 -0.12 0.06
-0.04 -0.05 0.02
0.07 -0.04 -0.10
-0.05 0.02 0.05
0.37 0.17 0.08
0.38 0.51 0.40
-0.07 0.02 -0.09
-0.01 -0.13 -0.08
0.15 0.03 0.32
-0.01 -0.01 0.00
-0.03 0.00 0.02
-0.02 -0.01 0.00
0.00 0.00 -0.02
-0.11 -0.10 -0.08
-0.10 -0.07 -0.01
-0.08 -0.04 -0.13
-0.04 -0.02 -0.07

The calculation puts the HOMO energy at -8.12 eV. Its largest force on an atom is 2.7 eV/A. The total energy is -5590.779791 hartree. The SMILES is CCOB(O)[C@@H]1C(=O)N[C@H](CCC(F)=C(F)F)[C@@H]1N(C(C)=O)C(C)=O.O=S1(=O)CCCC1.O=S1(=O)CCCC1.O=S1(=O)CCCC1.O=S1(=O)CCCC1.O=S1(=O)CCCC1.O=S1(=O)CCCC1. The calculation puts the energy above the lowest of the compared OMol25 structures with the same formula, charge and spin at 0.00 kcal per mole.